Record 1
This record from the OMol25 dataset describes 3 unconnected molecules or ions with the total composition C17H24BF16N4O7. The level of theory is ωB97M-V/def2-TZVPD.

Each line ends with the Löwdin charge.
CARTESIAN COORDINATES (ANGSTROEM)
N 3.649 0.552 0.897  0.148
C 2.885 0.067 0.007  -0.535
N 1.988 -0.957 0.369  0.112
N 2.858 0.426 -1.381  0.003
C 2.714 1.859 -1.645  -0.240
C 1.275 2.350 -1.533  -0.182
C 0.808 2.552 -0.087  -0.199
C -0.380 3.530 -0.023  -0.139
C -1.771 2.871 -0.105  -0.239
N -1.746 1.425 -0.082  0.015
O -1.519 0.928 -1.399  0.077
B -2.026 -0.322 -1.591  -0.838
O -1.855 -1.345 -0.657  0.153
O -2.683 -0.621 -2.753  0.177
C -2.642 3.426 -1.273  -0.688
O -3.614 2.712 -1.659  -0.077
O -2.350 4.545 -1.722  -0.054
H 4.239 1.260 0.460  0.047
H 1.602 -1.370 -0.468  0.077
H 1.255 -0.572 0.952  0.083
H 3.624 0.016 -1.896  0.110
H 3.032 2.016 -2.677  0.109
H 3.385 2.492 -1.050  0.100
H 1.215 3.288 -2.081  0.115
H 0.656 1.613 -2.036  0.104
H 0.620 1.618 0.434  0.085
H 1.640 3.037 0.436  0.102
H -0.241 4.266 -0.807  0.093
H -0.311 4.094 0.909  0.101
H -2.317 3.166 0.792  0.145
H -2.617 1.084 0.299  0.117
H -2.681 -1.463 -0.174  0.084
H -2.588 0.136 -3.349  0.129
C 7.713 -1.275 3.295  -0.047
C 8.473 0.050 3.510  -0.440
C 8.844 0.442 4.943  -0.310
F 7.767 0.614 5.726  0.102
F 9.515 1.621 4.922  0.089
F 7.802 1.051 2.908  0.137
F 9.659 -0.081 2.842  0.094
O 6.305 -1.241 3.126  0.045
C 5.441 -1.243 4.207  -0.528
C 4.618 0.043 4.294  -0.283
F 5.412 1.131 4.383  0.092
F 3.843 0.018 5.409  0.087
F 6.107 -1.510 5.354  0.134
F 4.584 -2.265 4.017  0.149
H 8.072 -1.644 2.335  0.146
H 8.010 -2.030 4.024  0.143
H 9.494 -0.312 5.395  0.170
H 3.978 0.158 3.414  0.143
C -8.062 -1.406 -1.950  -0.043
C -8.845 -1.874 -3.194  -0.440
C -9.168 -3.366 -3.320  -0.310
F -8.065 -4.130 -3.386  0.100
F -9.868 -3.575 -4.464  0.087
F -8.223 -1.434 -4.306  0.137
F -10.053 -1.236 -3.145  0.096
O -6.662 -1.197 -2.056  0.058
C -5.756 -2.226 -1.897  -0.514
C -4.962 -2.496 -3.177  -0.276
F -5.783 -2.802 -4.210  0.088
F -4.138 -3.555 -2.997  0.101
F -6.363 -3.336 -1.420  0.138
F -4.886 -1.831 -0.942  0.150
H -8.449 -0.410 -1.740  0.150
H -8.312 -2.003 -1.072  0.143
H -9.781 -3.701 -2.479  0.170
H -4.364 -1.629 -3.455  0.149

The calculation puts the LUMO energy at 2.017 eV. The largest force on an atom comes out at 1.9 eV/A. The charge is -1. The spin multiplicity is 1.

***

Record 2
This record from the OMol25 dataset describes a molecular structure, C17H27N2O3P2Tc. The level of theory is ωB97M-V/def2-TZVPD.

Each line ends with the Löwdin charge.
CARTESIAN COORDINATES (ANGSTROEM)
Tc 0.074 0.029 -0.071  1.220
N 2.172 -0.583 0.093  -0.059
C 2.348 -1.219 1.429  -0.095
C 1.072 -1.949 1.812  -0.489
O 1.008 -2.755 2.694  0.158
N -0.006 -1.584 1.000  -0.134
C -1.267 -2.271 1.213  -0.085
C -2.329 -1.535 0.432  -0.534
O -3.501 -1.726 0.460  0.165
O -1.789 -0.566 -0.372  -0.317
H 2.392 -1.266 -0.628  0.096
H 2.841 0.173 -0.018  0.113
H 2.546 -0.437 2.162  0.134
H 3.183 -1.918 1.439  0.144
H -1.525 -2.294 2.273  0.150
H -1.223 -3.308 0.872  0.156
C -0.615 3.672 -0.590  -0.204
P -1.299 2.000 -0.718  0.862
C -2.795 2.046 0.280  -0.178
C -1.766 1.850 -2.494  -0.328
C -1.191 0.611 -3.157  -0.361
P 0.471 0.315 -2.482  0.800
C 1.579 1.594 -3.123  -0.201
C 1.051 -1.253 -3.179  -0.214
H -1.313 4.369 -1.058  0.078
H 0.345 3.744 -1.099  0.048
H -0.490 3.962 0.452  0.054
H -3.371 2.925 -0.018  0.080
H -2.529 2.151 1.333  0.061
H -3.385 1.144 0.135  0.058
H -1.397 2.753 -2.984  0.095
H -2.855 1.871 -2.560  0.114
H -1.152 0.716 -4.243  0.114
H -1.783 -0.272 -2.914  0.094
H 1.578 1.557 -4.214  0.076
H 2.595 1.419 -2.769  0.060
H 1.267 2.586 -2.803  0.037
H 0.973 -1.204 -4.267  0.075
H 0.436 -2.079 -2.820  0.065
H 2.096 -1.440 -2.929  0.053
C 0.431 1.313 1.053  -0.199
C 0.660 2.136 2.172  -0.311
C -0.106 1.942 3.338  -0.006
C 0.148 2.718 4.450  -0.023
C 1.152 3.681 4.403  -0.002
C 1.918 3.879 3.255  -0.028
C 1.679 3.110 2.136  -0.025
H -0.875 1.179 3.357  0.127
H -0.426 2.578 5.355  0.128
H 1.345 4.289 5.278  0.130
H 2.695 4.630 3.245  0.126
H 2.262 3.249 1.234  0.123

The calculation puts the LUMO energy at -7.751 eV. The largest force on an atom comes out at 0.3 eV/A. The value obtained for the energy relative to the best compared isomer or geometry (same formula, charge and spin) is 0.0 kJ/mol. The charge is +2. The spin multiplicity is 1.

***

Record 3
This record from the OMol25 dataset describes 2 unconnected molecules or ions with the total composition C13H15NO. The level of theory is ωB97M-V/def2-TZVPD.

Each line ends with the Löwdin charge.
CARTESIAN COORDINATES (ANGSTROEM)
C -1.909 2.836 -0.245  -0.074
C -1.957 1.949 0.844  -0.077
C -1.271 2.417 -1.425  -0.092
C 3.140 1.615 0.660  -0.160
C 3.273 1.610 -0.737  -0.091
C -1.261 0.732 0.792  0.003
C -0.755 1.141 -1.564  0.001
C 2.343 0.578 1.055  -0.216
C 2.628 0.406 -1.061  -0.270
C -0.688 0.208 -0.446  -0.153
C -1.544 -2.968 0.636  -0.065
C -0.303 -2.019 0.645  -0.215
C -0.193 -1.090 -0.508  -0.211
N 2.093 -0.187 -0.037  -0.003
O 0.016 -1.914 -1.592  0.106
H -2.312 3.899 -0.225  0.128
H -2.330 2.280 1.872  0.129
H -1.381 3.180 -2.262  0.129
H 3.679 2.091 1.354  0.041
H 3.898 2.273 -1.241  0.056
H -1.070 0.288 1.776  0.113
H -0.409 0.891 -2.586  0.122
H 2.099 0.369 2.101  0.090
H 2.432 0.054 -2.052  0.080
H -2.510 -2.424 0.642  0.082
H -1.436 -3.590 1.518  0.064
H -1.254 -3.645 -0.269  0.109
H -0.110 -1.574 1.680  0.132
H 0.578 -2.677 0.555  0.125
H -0.292 -1.600 -2.432  0.115

The calculation puts the LUMO energy (alpha / beta) at -1.465 / -1.463 eV. The largest force on an atom comes out at 4.7 eV/A. The value obtained for the energy relative to the best compared isomer or geometry (same formula, charge and spin) is 435.8 kJ/mol. The spin multiplicity is 1.

***

Record 4
This record from the OMol25 dataset describes a molecular structure, C32H55ClHfP2Si2. The level of theory is ωB97M-V/def2-TZVPD.

Each line ends with the Löwdin charge.
CARTESIAN COORDINATES (ANGSTROEM)
Hf -0.350 0.071 -0.726  1.350
C -2.876 -0.278 -0.110  -0.188
C -2.724 1.015 -0.646  -0.356
C -2.277 0.831 -2.000  -0.203
Si -3.052 2.542 0.364  0.523
C -2.144 -0.558 -2.243  -0.203
C -2.508 -1.265 -1.044  -0.355
Si -2.518 -3.076 -0.617  0.523
H -3.142 -0.483 0.913  0.103
H -2.131 1.610 -2.731  0.114
H -1.880 -1.005 -3.187  0.113
Cl 4.589 1.032 -3.571  -0.798
C -3.603 -3.348 0.890  -0.169
C -3.181 -4.122 -2.033  -0.160
C -4.110 2.083 1.844  -0.169
C -3.947 3.861 -0.636  -0.160
H -4.270 -4.081 -2.044  0.035
H -2.893 -5.167 -1.916  0.037
H -2.836 -3.794 -3.011  0.023
H -3.187 -2.859 1.770  0.032
H -3.687 -4.411 1.117  0.039
H -4.610 -2.962 0.736  0.038
H -5.004 3.608 -0.721  0.035
H -3.561 3.973 -1.647  0.023
H -3.880 4.834 -0.149  0.037
H -5.035 1.594 1.542  0.038
H -4.378 2.972 2.417  0.039
H -3.577 1.412 2.515  0.032
C -0.749 -3.569 -0.145  -0.392
C -1.388 3.170 1.021  -0.392
P 0.454 -2.552 -1.078  0.963
H -0.569 -4.641 -0.212  0.046
H -0.627 -3.277 0.899  0.048
P -0.052 2.761 -0.162  0.962
H -1.178 2.577 1.913  0.047
H -1.410 4.217 1.319  0.046
C 1.557 3.356 0.605  -0.502
C -0.371 3.952 -1.574  -0.539
C 0.313 -3.240 -2.815  -0.539
C 2.169 -3.065 -0.503  -0.504
C 2.741 -2.048 0.474  -0.132
H 2.770 -3.041 -1.415  0.109
C 2.235 -4.465 0.090  -0.112
H 1.728 -4.503 1.053  0.078
H 3.276 -4.743 0.262  0.088
H 1.793 -5.223 -0.549  0.055
H 2.652 -1.033 0.099  0.041
H 3.799 -2.252 0.648  0.095
H 2.227 -2.084 1.431  0.051
H -0.740 -3.074 -3.041  0.062
C 0.594 -4.727 -2.962  -0.103
C 1.123 -2.431 -3.815  -0.103
H 0.055 -5.331 -2.237  0.060
H 1.656 -4.942 -2.864  0.082
H 0.290 -5.064 -3.954  0.087
H 0.734 -1.425 -3.929  0.056
H 1.105 -2.918 -4.791  0.087
H 2.168 -2.346 -3.518  0.081
H -1.382 3.682 -1.880  0.062
C 0.546 3.684 -2.756  -0.103
C -0.374 5.426 -1.204  -0.103
H -0.996 5.642 -0.339  0.060
H -0.760 6.016 -2.036  0.087
H 0.633 5.785 -0.998  0.082
H 0.355 2.714 -3.200  0.055
H 1.597 3.712 -2.469  0.081
H 0.400 4.447 -3.522  0.087
C 2.336 2.192 1.202  -0.130
C 1.385 4.461 1.636  -0.112
H 2.124 3.749 -0.242  0.109
H 0.911 4.079 2.538  0.078
H 0.791 5.296 1.276  0.055
H 2.362 4.851 1.923  0.088
H 1.853 1.811 2.098  0.049
H 3.343 2.516 1.470  0.095
H 2.422 1.364 0.506  0.041
C 1.581 0.463 -1.973  -0.339
H 1.214 0.599 -2.998  -0.020
H 2.149 1.367 -1.747  -0.047
H 2.309 -0.348 -2.033  -0.047
C 0.236 -0.201 1.495  -0.132
C 0.762 -0.383 2.567  -0.161
C 1.598 -0.421 3.744  -0.255
C 2.990 -0.318 3.571  -0.037
C 3.846 -0.342 4.673  -0.066
C 3.318 -0.475 5.958  -0.083
C 1.935 -0.586 6.139  -0.076
C 1.072 -0.562 5.033  -0.035
H 3.418 -0.209 2.583  0.107
H 4.916 -0.256 4.526  0.106
H 3.986 -0.491 6.810  0.101
H 1.535 -0.688 7.138  0.099
H 0.002 -0.645 5.185  0.109

The calculation puts the LUMO energy at -1.259 eV. The largest force on an atom comes out at 2.3 eV/A. The spin multiplicity is 1.